No. 1
Here is a 2-piece molecular cluster, C12H16BN5O9 overall at a distorted geometry from the OMol25 dataset. Energies are from wB97M-V/def2-TZVPD.

Structure (ORCA input):
```
! wB97M-V def2-TZVPD RIJCOSX def2/J DEFGRID3
* xyz 0 1
C 3.003 0.079 -1.938
O 2.121 1.126 -1.506
C 0.807 0.604 -1.348
C -0.268 1.676 -1.358
C -0.050 3.100 -1.121
N -0.898 4.106 -1.079
N -2.150 3.799 -1.326
C -2.511 2.534 -1.598
C -1.690 1.361 -1.629
C -2.174 -0.085 -1.907
C -3.345 -0.602 -0.942
N -3.797 -1.922 -1.486
N -2.877 -0.813 0.429
N -4.532 0.256 -0.917
H 3.225 -0.652 -1.123
H 3.975 0.566 -2.191
H 2.561 -0.459 -2.810
H 0.597 -0.243 -2.043
H 0.787 0.158 -0.309
H 1.012 3.386 -0.945
H -2.842 4.549 -1.308
H -3.588 2.383 -1.826
H -2.391 -0.265 -2.993
H -1.294 -0.744 -1.684
H -3.981 -1.726 -2.478
H -2.958 -2.511 -1.464
H -1.884 -1.058 0.411
H -3.021 0.003 1.020
H -4.751 0.656 -1.825
H -4.505 0.951 -0.177
B 2.880 -1.558 3.038
O 3.770 -0.398 3.216
C 4.593 -0.672 4.232
O 5.445 0.066 4.637
C 4.271 -2.031 4.764
O 4.820 -2.582 5.675
O 3.262 -2.547 4.058
O 1.458 -1.161 3.187
C 0.843 -1.455 2.059
O -0.329 -1.256 1.837
C 1.823 -2.062 1.104
O 1.569 -2.434 -0.014
O 3.012 -2.122 1.673
*
```

Computed properties:
- LUMO: -2.9 eV
- HOMO-LUMO gap: 0.230 Eh

No. 2
Here is one molecule with the formula C4H10O2S3 at a distorted geometry from the OMol25 dataset. Energies are from wB97M-V/def2-TZVPD.

Structure (ORCA input):
```
! wB97M-V def2-TZVPD RIJCOSX def2/J DEFGRID3
* xyz 0 1
C 2.608 -1.801 -0.882
C 1.371 -0.967 -0.968
C 0.856 -0.512 0.353
O -0.410 0.105 -0.022
O -1.027 0.941 1.016
C -2.221 1.386 0.459
S -3.474 -0.046 0.438
S -2.723 2.819 1.466
S -2.110 1.829 -1.345
H 3.373 -1.296 -0.233
H 2.501 -2.700 -0.295
H 2.831 -2.190 -1.868
H 0.601 -1.538 -1.416
H 1.594 -0.041 -1.689
H 0.746 -1.160 1.195
H 1.644 0.146 0.754
H -3.238 -0.180 1.806
H -1.838 2.529 2.339
H -1.084 2.676 -1.107
*
```

Computed properties:
- LUMO: 0.6 eV
- HOMO-LUMO gap: 0.348 Eh
- Energy relative to the best compared isomer or geometry (same formula, charge and spin): 49.66 kcal per mole

No. 3
Here is C34H53BBaGeNO2S2Si3 as an isolated structure at a distorted geometry from the OMol25 dataset. Energies are from wB97M-V/def2-TZVPD.

Structure (ORCA input):
```
! wB97M-V def2-TZVPD RIJCOSX def2/J DEFGRID3
* xyz -2 2
Ba 0.186 -0.077 0.398
C 3.040 -0.363 5.091
C 2.602 -0.166 3.642
S 0.916 -0.052 3.436
C 3.577 -0.112 2.649
C 5.075 -0.162 3.044
S 3.363 -0.026 0.986
H 2.153 -0.435 5.715
H 3.660 0.475 5.461
H 3.630 -1.284 5.226
H 5.274 -0.067 4.106
H 5.574 0.659 2.527
H 5.536 -1.111 2.685
C 0.225 -0.175 -4.644
C -1.069 -0.269 -5.137
C -2.137 -0.287 -4.260
C -1.902 -0.226 -2.867
N -0.640 -0.149 -2.420
C 0.377 -0.119 -3.271
C -2.978 -0.221 -1.832
C -4.315 -0.260 -2.263
C -5.329 -0.321 -1.312
C -4.996 -0.274 0.040
C -3.673 -0.181 0.439
C -2.592 -0.194 -0.469
H 1.096 -0.152 -5.292
H -1.232 -0.306 -6.227
H -3.142 -0.334 -4.667
H 1.370 -0.016 -2.849
H -4.561 -0.269 -3.303
H -6.375 -0.320 -1.589
H -5.778 -0.265 0.789
H -3.434 -0.118 1.510
C -1.242 8.633 -2.284
C -0.493 8.814 -0.959
C -1.407 9.621 -0.022
C 0.794 9.582 -1.268
C -0.124 7.511 -0.291
C 0.508 7.505 0.949
C 0.879 6.346 1.622
C 0.589 5.152 1.000
O 0.826 3.893 1.415
B 0.343 2.981 0.384
O -0.179 3.839 -0.673
C 0.000 5.133 -0.248
C -0.365 6.291 -0.919
H -1.465 9.627 -2.681
H -2.182 8.093 -2.147
H -0.588 8.114 -3.012
H -1.624 10.585 -0.481
H -0.899 9.818 0.947
H -2.336 9.084 0.163
H 0.598 10.538 -1.737
H 1.375 9.002 -1.975
H 1.367 9.764 -0.364
H 0.710 8.450 1.424
H 1.319 6.384 2.619
H -0.841 6.218 -1.891
C -0.696 -6.224 2.456
Si -0.562 -4.332 2.401
C 0.575 -3.915 3.829
C -2.280 -3.654 2.803
Ge 0.268 -3.484 0.375
Si -1.069 -4.358 -1.319
C -1.070 -6.257 -1.433
C -0.493 -3.810 -3.022
C -2.865 -3.836 -1.169
Si 2.406 -4.356 0.087
C 3.586 -3.871 1.489
C 3.221 -3.679 -1.481
C 2.464 -6.250 -0.089
H -1.009 -6.582 3.454
H 0.315 -6.607 2.233
H -1.388 -6.603 1.695
H 0.132 -4.183 4.797
H 0.855 -2.862 3.859
H 1.506 -4.490 3.713
H -2.705 -4.004 3.768
H -2.964 -3.976 2.025
H -2.293 -2.556 2.819
H -0.093 -6.586 -1.748
H -1.827 -6.674 -2.133
H -1.218 -6.715 -0.460
H 0.530 -4.170 -3.178
H -0.454 -2.712 -3.056
H -1.129 -4.197 -3.832
H -3.302 -4.234 -0.252
H -3.468 -4.200 -2.027
H -2.935 -2.752 -1.078
H 3.774 -2.778 1.407
H 4.565 -4.381 1.484
H 3.094 -4.051 2.458
H 3.401 -2.616 -1.355
H 2.509 -3.774 -2.314
H 4.172 -4.175 -1.746
H 2.032 -6.738 0.810
H 3.502 -6.647 -0.231
H 1.848 -6.510 -0.950
*
```

Computed properties:
- LUMO (spin up / spin down): 3.7 / 3.7 eV
- HOMO-LUMO gap (spin up / spin down): 0.178 / 0.179 Eh
- Energy relative to the best compared isomer or geometry (same formula, charge and spin): 0.00 kcal per mole
- Expectation value of S²: 0.76

No. 4
Here is a 14-piece molecular cluster, C52H96O42 overall at a distorted geometry from the OMol25 dataset. Energies are from wB97M-V/def2-TZVPD.

Structure (ORCA input):
```
! wB97M-V def2-TZVPD RIJCOSX def2/J DEFGRID3
* xyz 0 1
C 3.712 1.016 3.761
C 4.294 1.274 2.322
O 4.698 2.626 2.450
C 4.104 3.251 3.451
O 4.065 4.497 3.626
O 3.462 2.360 4.199
H 4.334 0.389 4.399
H 2.724 0.555 3.746
H 3.589 1.138 1.501
H 5.200 0.688 2.173
C -3.149 -6.477 -2.503
C -4.062 -5.328 -2.294
O -3.108 -4.291 -2.201
C -2.027 -4.604 -2.786
O -1.063 -3.855 -2.974
O -2.100 -5.842 -3.117
H -3.599 -7.144 -3.239
H -2.780 -6.975 -1.606
H -4.640 -5.394 -1.372
H -4.710 -5.107 -3.142
C 2.761 -4.190 1.937
C 3.455 -3.298 2.941
O 4.102 -2.260 2.186
C 4.041 -2.613 0.915
O 4.537 -1.877 0.053
O 3.352 -3.762 0.778
H 1.682 -4.041 1.911
H 3.125 -5.207 2.086
H 4.190 -3.873 3.503
H 2.701 -2.731 3.487
C -3.113 -3.710 0.730
C -1.615 -3.668 0.560
O -1.290 -4.955 1.089
C -2.349 -5.726 0.946
O -2.322 -6.981 0.991
O -3.472 -5.046 0.688
H -3.613 -3.106 -0.026
H -3.512 -3.326 1.669
H -1.182 -2.893 1.192
H -1.418 -3.373 -0.471
C 6.794 2.289 -0.911
C 6.180 0.906 -0.879
O 6.622 0.039 -1.935
C 5.828 -0.194 -2.993
O 4.689 0.263 -3.124
O 6.355 -1.152 -3.761
C 5.635 -1.673 -4.940
H 6.279 2.919 -0.186
H 6.666 2.721 -1.904
H 7.855 2.268 -0.665
H 5.093 0.918 -0.968
H 6.290 0.302 0.022
H 5.447 -0.829 -5.602
H 4.671 -2.040 -4.587
H 6.197 -2.504 -5.367
C -2.556 1.681 6.817
C -1.222 1.237 6.124
O -0.492 0.325 6.950
C 0.493 -0.459 6.390
O 1.008 -0.327 5.301
O 0.716 -1.567 7.219
C 1.535 -2.675 6.869
H -2.434 2.141 7.798
H -3.264 0.855 6.886
H -2.982 2.454 6.177
H -0.551 2.044 5.830
H -1.575 0.795 5.193
H 1.450 -3.429 7.652
H 2.580 -2.405 6.718
H 1.212 -3.065 5.903
C 2.665 3.201 -1.682
C 3.497 3.427 -2.925
O 4.192 4.663 -2.950
C 3.692 5.765 -3.472
O 2.672 5.782 -4.136
O 4.573 6.808 -3.242
C 4.422 8.061 -3.944
H 2.180 2.229 -1.773
H 1.931 3.973 -1.451
H 3.349 3.079 -0.842
H 2.996 3.142 -3.851
H 4.250 2.639 -2.928
H 4.168 7.944 -4.997
H 5.388 8.562 -3.871
H 3.714 8.706 -3.423
C -0.375 -10.264 -4.798
C -0.674 -9.237 -3.753
O 0.175 -8.099 -3.905
C 0.422 -7.476 -2.667
O -0.038 -7.773 -1.563
O 1.233 -6.428 -2.824
C 1.440 -5.435 -1.774
H 0.698 -10.447 -4.847
H -0.745 -10.022 -5.794
H -0.830 -11.247 -4.675
H -0.655 -9.707 -2.770
H -1.670 -8.816 -3.890
H 2.170 -5.811 -1.058
H 0.527 -5.102 -1.280
H 1.907 -4.579 -2.261
C 2.105 -1.640 -2.866
C 1.708 -0.412 -2.040
O 0.958 -0.832 -0.919
C 0.863 -0.121 0.203
O 1.403 0.955 0.349
O 0.024 -0.712 1.055
C -0.303 -0.044 2.257
H 2.406 -1.389 -3.883
H 1.390 -2.459 -2.938
H 2.959 -2.107 -2.375
H 1.033 0.153 -2.682
H 2.559 0.180 -1.703
H -0.885 -0.674 2.930
H -0.823 0.875 1.988
H 0.612 0.127 2.825
C 2.947 0.727 -6.245
C 1.829 1.794 -6.191
O 0.843 1.294 -5.288
C -0.187 0.435 -5.599
O -0.479 0.079 -6.743
O -0.831 0.071 -4.420
C -1.984 -0.791 -4.486
H 2.772 -0.210 -6.773
H 3.355 0.494 -5.261
H 3.847 1.146 -6.696
H 1.366 2.035 -7.149
H 2.227 2.750 -5.850
H -2.586 -0.623 -3.593
H -1.898 -1.878 -4.483
H -2.656 -0.543 -5.308
C 1.261 7.152 0.136
C -0.039 6.734 -0.544
O -0.155 5.333 -0.524
C -1.001 4.616 -1.306
O -1.884 5.100 -2.057
O -0.650 3.311 -1.189
C -0.918 2.356 -2.160
H 2.093 6.922 -0.530
H 1.324 6.525 1.025
H 1.225 8.126 0.625
H -0.140 7.130 -1.555
H -0.900 7.184 -0.048
H -0.225 2.346 -3.001
H -1.893 2.527 -2.616
H -0.887 1.350 -1.740
C -4.551 4.816 3.453
C -3.375 5.324 4.359
O -2.077 5.386 3.694
C -1.228 4.325 3.495
O -1.404 3.161 3.823
O -0.233 4.713 2.803
C 0.590 3.841 2.143
H -5.513 5.006 3.929
H -4.444 3.766 3.181
H -4.553 5.451 2.567
H -3.331 4.697 5.249
H -3.571 6.376 4.571
H 1.219 3.214 2.775
H 1.225 4.459 1.509
H -0.075 3.206 1.558
C -3.963 2.311 1.040
C -4.601 3.379 0.063
O -5.346 2.695 -0.890
C -6.488 1.957 -0.648
O -7.074 1.683 0.410
O -6.867 1.586 -1.860
C -8.156 1.174 -2.139
H -3.788 1.366 0.525
H -4.757 2.097 1.756
H -3.065 2.683 1.532
H -3.829 4.008 -0.380
H -5.291 4.021 0.612
H -8.244 0.265 -1.544
H -8.252 0.946 -3.201
H -8.923 1.928 -1.963
C -5.815 1.028 4.139
C -4.466 0.298 3.946
O -4.642 -1.098 4.349
C -3.582 -1.968 4.442
O -2.410 -1.650 4.394
O -3.994 -3.298 4.535
C -3.033 -4.379 4.656
H -5.758 2.117 4.162
H -6.254 0.644 5.059
H -6.556 0.732 3.397
H -3.670 0.763 4.527
H -4.075 0.192 2.934
H -2.642 -4.434 5.672
H -2.196 -4.355 3.959
H -3.528 -5.343 4.538
*
```

Computed properties:
- LUMO: 0.1 eV
- HOMO-LUMO gap: 0.387 Eh
- Energy relative to the best compared isomer or geometry (same formula, charge and spin): 0.00 kcal per mole